DFT (ωB97M-V with the def2-TZVPD basis set) results for C29H26AsBeF5N3OSTe as an isolated structure in a non-equilibrium geometry.

Kohn-Sham gap, hartree: 0.2694
Strongest force on any atom, eV Å⁻¹: 3.72
Energy, eV: -129965.5251
LUMO, eV: -3.380
ΔE to the lowest compared entry with this formula, charge and spin, kcal per mole: 18.11

Geometry as ORCA input:
```
! wB97M-V def2-TZVPD RIJCOSX def2/J DEFGRID3
* xyz 1 1
Be -9.564 0.211 18.352
F -12.868 -0.620 16.348
Te -12.270 -1.392 17.990
F -11.882 -2.257 19.546
F -13.883 -2.347 17.838
F -13.170 -0.077 18.951
F -11.582 -2.940 17.203
O -10.737 -0.476 17.778
C -8.727 -3.410 27.618
C -8.543 -2.121 26.993
C -8.040 -2.000 25.718
C -7.693 -3.149 25.006
C -7.888 -4.397 25.600
C -8.441 -4.549 26.867
As -7.091 -3.148 23.183
C -8.338 -1.898 22.313
C -9.686 -2.107 22.063
C -10.490 -1.003 21.636
C -9.904 0.260 21.408
C -8.510 0.394 21.569
C -7.757 -0.656 22.092
C -6.361 -0.536 22.498
C -5.606 0.606 22.312
C -4.208 0.525 22.522
C -3.672 -0.624 23.069
C -4.460 -1.720 23.358
C -5.818 -1.669 23.113
H -9.093 -3.418 28.669
H -8.715 -1.198 27.607
H -7.956 -1.044 25.251
H -7.644 -5.324 24.978
H -8.465 -5.561 27.376
H -10.067 -3.131 22.175
H -11.601 -1.039 21.568
H -10.430 1.133 21.069
H -7.953 1.340 21.419
H -6.041 1.540 22.038
H -3.650 1.308 22.086
H -2.584 -0.665 23.015
H -3.923 -2.570 23.749
N -8.114 -0.827 18.317
C -7.263 -1.625 18.205
C -6.023 -2.347 18.247
C -5.586 -2.639 19.525
C -4.298 -3.141 19.647
C -3.485 -3.262 18.556
C -3.888 -2.858 17.298
C -5.170 -2.475 17.140
H -6.253 -2.508 20.415
H -3.941 -3.370 20.712
H -2.494 -3.670 18.622
H -3.157 -2.764 16.524
H -5.520 -2.246 16.128
C -10.950 4.793 18.150
N -11.169 3.741 17.154
C -11.907 3.900 15.953
C -11.717 2.513 15.237
N -10.525 2.029 15.955
C -10.403 2.619 17.118
S -9.332 2.114 18.368
H -11.873 5.262 18.350
H -10.178 5.591 17.803
H -10.620 4.295 19.003
H -11.513 4.752 15.406
H -12.935 4.049 16.233
H -11.635 2.582 14.194
H -12.517 1.826 15.484
H -10.233 1.099 15.861
*
```

=====

DFT (ωB97M-V with the def2-TZVPD basis set) results for C29H26AsCl2O2Sn as an isolated structure.

Kohn-Sham gap (spin up / spin down), hartree: 0.1720 / 0.1936
Strongest force on any atom, eV Å⁻¹: 0.94
Energy, eV: -126276.8287
LUMO (spin up / spin down), eV: -12.426 / -11.832
ΔE to the lowest compared entry with this formula, charge and spin, kcal per mole: 0.00

Geometry as ORCA input:
```
! wB97M-V def2-TZVPD RIJCOSX def2/J DEFGRID3
* xyz 3 1
Sn 0.654 0.491 1.838
C 0.030 0.829 5.646
C -0.911 0.344 4.613
C -1.712 1.309 3.872
C -2.645 0.912 2.917
C -3.501 1.918 2.200
C -2.792 -0.451 2.711
C -2.031 -1.437 3.437
C -2.326 -2.879 3.238
C -1.076 -1.015 4.348
H -0.527 0.995 6.580
H 0.466 1.793 5.378
H 0.813 0.105 5.861
H -1.656 2.354 4.160
H -4.313 2.245 2.853
H -3.951 1.491 1.305
H -2.931 2.808 1.931
H -3.556 -0.797 2.023
H -3.136 -3.165 3.921
H -1.472 -3.509 3.479
H -2.680 -3.090 2.229
H -0.534 -1.744 4.938
Cl 5.198 -0.485 -0.003
C 4.694 0.325 1.487
Cl 5.214 -0.520 2.937
C 3.182 0.385 1.480
O 2.596 1.502 1.445
O 2.487 -0.670 1.510
H 5.109 1.326 1.495
C -3.854 -0.535 -3.391
C -2.897 -1.536 -3.474
C -1.728 -1.453 -2.727
C -1.524 -0.334 -1.931
C -2.486 0.666 -1.822
C -3.647 0.571 -2.574
As 0.154 -0.064 -1.018
C 0.951 1.375 -2.050
C 0.654 2.706 -2.024
C 1.307 3.572 -2.926
C 2.260 3.093 -3.833
C 2.586 1.760 -3.849
C 1.947 0.869 -2.946
C 2.209 -0.520 -2.847
C 3.173 -1.225 -3.614
C 3.355 -2.570 -3.408
C 2.599 -3.241 -2.440
C 1.631 -2.564 -1.669
C 1.425 -1.233 -1.884
H -4.778 -0.626 -3.946
H -3.057 -2.392 -4.116
H -0.991 -2.243 -2.793
H -2.329 1.525 -1.178
H -4.392 1.353 -2.515
H -0.079 3.111 -1.338
H 1.067 4.627 -2.913
H 2.745 3.777 -4.516
H 3.329 1.395 -4.544
H 3.763 -0.711 -4.359
H 4.088 -3.112 -3.989
H 2.759 -4.299 -2.277
H 1.070 -3.109 -0.921
*
```

=====

DFT (ωB97M-V with the def2-TZVPD basis set) results for C29H26AsN4O3S2Sr as an isolated structure.

Kohn-Sham gap, hartree: 0.2545
Strongest force on any atom, eV Å⁻¹: 0.63
Energy, eV: -125945.9545
LUMO, eV: 2.152
ΔE to the lowest compared entry with this formula, charge and spin, kcal per mole: 9.65

Geometry as ORCA input:
```
! wB97M-V def2-TZVPD RIJCOSX def2/J DEFGRID3
* xyz -1 1
Sr -1.167 0.168 -0.200
O 1.320 -3.571 3.649
C 0.552 -4.409 2.949
C 0.720 -5.782 3.145
C -0.061 -6.695 2.466
C -1.032 -6.259 1.568
C -1.194 -4.900 1.367
C -0.418 -3.953 2.034
C -0.636 -2.498 1.737
O -1.578 -2.185 0.933
N 0.202 -1.686 2.358
N 0.024 -0.360 2.000
C 0.748 0.456 2.668
C 0.774 1.905 2.546
C 1.789 2.564 3.247
C 1.932 3.939 3.232
C 1.005 4.692 2.510
C -0.018 4.078 1.819
C -0.167 2.667 1.784
O -1.110 2.131 1.087
H 1.007 -2.648 3.389
H 1.477 -6.101 3.850
H 0.086 -7.755 2.637
H -1.650 -6.970 1.034
H -1.936 -4.530 0.676
H 1.421 0.033 3.420
H 2.489 1.957 3.812
H 2.735 4.420 3.776
H 1.087 5.773 2.492
H -0.744 4.659 1.263
N 6.153 6.300 -1.476
C 5.440 5.397 -1.464
C 4.547 4.274 -1.455
C 4.364 3.521 -2.616
C 3.502 2.442 -2.610
C 2.801 2.085 -1.449
C 2.998 2.847 -0.290
C 3.858 3.928 -0.292
C 1.873 0.999 -1.468
C 1.061 0.080 -1.556
H 4.901 3.788 -3.517
H 3.358 1.855 -3.507
H 2.466 2.585 0.616
H 3.996 4.507 0.611
S -2.221 3.880 -1.603
C -0.594 3.771 -2.115
C -0.475 2.776 -3.034
N -1.633 2.108 -3.344
C -2.631 2.610 -2.677
H 0.185 4.382 -1.690
H 0.451 2.462 -3.488
H -3.639 2.227 -2.739
C -4.126 -3.531 -0.558
As -3.584 -2.154 -1.799
C -4.411 -2.647 -3.463
C -1.697 -2.422 -2.147
S -4.176 -0.235 -1.179
H -3.767 -4.504 -0.892
H -5.213 -3.518 -0.510
H -3.685 -3.268 0.401
H -4.124 -3.665 -3.725
H -4.083 -1.950 -4.232
H -5.490 -2.578 -3.339
H -1.615 -3.352 -2.715
H -1.165 -2.539 -1.197
H -1.279 -1.602 -2.735
*
```

=====

DFT (ωB97M-V with the def2-TZVPD basis set) results for C29H26Cl2N8O5SYb as an isolated structure in a non-equilibrium geometry.

Kohn-Sham gap (spin up / spin down), hartree: 0.2758 / 0.2760
Strongest force on any atom, eV Å⁻¹: 2.05
Expectation value of S²: 0.75
Energy, eV: -120064.4633
LUMO (spin up / spin down), eV: -2.485 / -2.484
ΔE to the lowest compared entry with this formula, charge and spin, kcal per mole: 0.00

Geometry as ORCA input:
```
! wB97M-V def2-TZVPD RIJCOSX def2/J DEFGRID3
* xyz 1 2
Yb -0.357 0.069 0.368
N -0.193 -3.730 -7.234
C -0.176 -3.028 -6.062
C -0.869 -3.501 -4.932
C -0.859 -2.784 -3.758
C -0.151 -1.581 -3.693
C 0.538 -1.094 -4.804
C 0.525 -1.812 -5.976
S -0.078 -0.726 -2.210
O 0.193 0.683 -2.441
O -1.342 -0.984 -1.493
N 1.090 -1.165 -1.229
C 0.939 -2.412 -0.561
N 1.507 -3.511 -1.046
C 1.344 -4.624 -0.321
C 0.635 -4.650 0.870
C 0.085 -3.462 1.285
N 0.228 -2.343 0.575
H -0.733 -4.570 -7.326
H 0.257 -3.375 -8.057
H -1.431 -4.430 -4.997
H -1.418 -3.140 -2.897
H 1.052 -0.140 -4.752
H 1.038 -1.429 -6.853
H 1.806 -5.527 -0.712
H 0.526 -5.553 1.453
H -0.478 -3.388 2.209
Cl -3.223 3.646 -1.596
C -3.850 2.318 -0.672
C -5.249 2.155 -0.557
C -5.768 1.145 0.185
Cl -7.492 0.969 0.321
C -4.912 0.227 0.844
C -5.346 -0.857 1.640
C -4.428 -1.679 2.225
C -3.066 -1.448 1.990
N -2.625 -0.471 1.242
C -3.529 0.398 0.691
C -2.976 1.479 -0.045
O -1.657 1.619 -0.069
H -5.907 2.853 -1.060
H -6.409 -1.017 1.787
H -4.731 -2.505 2.854
H -2.318 -2.097 2.427
O -0.056 -0.153 2.759
C 1.184 -0.079 2.715
N 1.803 0.153 1.534
C 3.152 0.201 1.791
O 4.051 0.438 0.989
C 3.391 -0.066 3.256
C 4.550 -0.132 3.992
C 4.418 -0.384 5.360
C 3.164 -0.554 5.941
C 1.998 -0.479 5.178
C 2.154 -0.235 3.835
H 5.522 -0.002 3.528
H 5.306 -0.454 5.979
H 3.093 -0.750 7.003
H 1.017 -0.607 5.625
N 2.771 0.948 -1.603
C 2.715 2.448 -1.612
C 2.131 2.990 -0.330
N 0.789 2.453 -0.105
H 3.354 0.588 -2.352
H 1.846 0.539 -1.729
H 3.121 0.571 -0.704
H 2.114 2.738 -2.470
H 3.721 2.833 -1.747
H 2.148 4.074 -0.404
H 2.767 2.710 0.510
H 0.187 2.632 -0.898
H 0.337 2.947 0.649
*
```

=====

The lowest strongest force on any atom belongs to which entry? C29H26AsN4O3S2Sr